one | Molecular formula: C5H8O2S
Method: DFT, ωB97M-V/def2-TZVPD

SMILES string = O[C@H]1CC[C@@H]1OC=S
HOMO-LUMO gap = 0.347 hartree
M = 132.18 Da
highest occupied orbital energy = -9.02 eV

Each line ends with the Löwdin charge.
Geometry (Å):
O  -0.396  2.874  -0.413  0.00
C  0.133  1.855  0.376  -0.34
C  -0.231  1.528  1.821  -0.11
C  0.054  0.027  1.539  -0.12
C  -0.194  0.360  0.059  -0.32
O  0.694  -0.147  -0.903  -0.10
C  0.663  -1.433  -1.277  -0.68
S  -0.279  -2.599  -0.648  0.69
H  -1.363  2.751  -0.499  0.11
H  1.217  2.036  0.406  0.16
H  0.360  1.929  2.638  0.11
H  -1.315  1.651  1.948  0.12
H  1.108  -0.268  1.664  0.12
H  -0.645  -0.763  1.921  0.11
H  -1.240  0.096  -0.244  0.16
H  1.406  -1.687  -2.054  0.08

two | Molecular formula: C5H8O2S
Method: DFT, ωB97M-V/def2-TZVPD

SMILES string = C=CC[C@H](S)C(=O)O
HOMO-LUMO gap = 0.380 hartree
M = 132.18 Da
highest occupied orbital energy = -9.93 eV

Each line ends with the Löwdin charge.
Geometry (Å):
C  -2.257  1.266  -0.849  0.01
C  -1.568  0.689  0.137  -0.21
C  -0.091  0.800  0.325  -0.24
C  0.658  -0.503  0.029  -0.54
S  0.188  -1.885  1.134  0.82
C  2.181  -0.273  0.057  -0.54
O  2.663  0.823  -0.065  0.12
O  2.956  -1.374  0.156  0.08
H  -3.349  1.172  -0.909  0.06
H  -1.768  1.906  -1.593  0.07
H  -2.121  0.070  0.864  0.10
H  0.129  1.099  1.376  0.14
H  0.299  1.550  -0.348  0.11
H  0.432  -0.827  -0.984  0.12
H  -0.750  -2.363  0.351  -0.13
H  2.399  -2.150  0.318  0.05

three | Molecular formula: C5H8O2S
Method: DFT, ωB97M-V/def2-TZVPD

HOMO-LUMO gap = 0.339 hartree
M = 132.18 Da
highest occupied orbital energy = -8.56 eV

Each line ends with the Löwdin charge.
Geometry (Å):
C  0.101  -1.085  -0.733  -0.09
C  1.162  -0.314  -0.493  -0.09
C  -1.181  0.387  0.779  0.04
C  -1.216  -0.824  -0.144  -0.50
C  0.785  0.955  0.244  -0.76
O  -1.799  -1.997  0.236  0.00
O  1.594  1.371  1.251  -0.02
S  0.487  2.196  -0.956  0.85
H  0.143  -1.985  -1.285  0.10
H  2.133  -0.374  -1.002  0.12
H  -1.845  1.175  0.527  0.05
H  -1.044  0.208  1.905  0.12
H  -1.992  -0.425  -1.011  0.19
H  -1.098  -2.595  -0.017  0.07
H  2.067  0.681  1.673  0.09
H  1.704  2.627  -0.975  -0.15

four | Molecular formula: C5H8O2S
Method: DFT, ωB97M-V/def2-TZVPD

HOMO-LUMO gap (alpha / beta) = 0.343 / 0.228 hartree
M = 132.18 Da
highest occupied orbital energy (alpha / beta) = -9.74 / -8.16 eV

Each line ends with the Löwdin charge.
Geometry (Å):
C  1.839  1.335  -0.046  -0.24
C  0.868  0.628  -0.100  0.06
C  2.994  2.216  0.108  -0.13
C  -0.664  -1.643  0.100  -0.06
C  -1.958  -1.640  -0.669  -0.26
O  -2.971  0.058  1.524  -0.49
O  -2.378  -0.294  -0.884  -0.46
S  -2.444  0.721  0.358  0.93
H  3.279  2.178  1.170  0.08
H  3.849  1.863  -0.506  0.08
H  2.726  3.264  -0.205  0.09
H  0.051  -2.352  -0.110  0.07
H  0.096  -0.607  0.006  0.03
H  -0.801  -1.592  1.112  0.05
H  -2.795  -2.213  -0.194  0.14
H  -1.692  -1.921  -1.662  0.11

two (0.0467 hartree below the next structure)

one | Molecular formula: C4H17NO3
Method: DFT, ωB97M-V/def2-TZVPD

SMILES string = CCN(C)C.O.O.O
HOMO-LUMO gap = 0.340 hartree
M = 127.18 Da
highest occupied orbital energy = -8.75 eV

Each line ends with the Löwdin charge.
Geometry (Å):
C  0.654  2.281  -2.129  -0.09
C  -0.740  1.993  -1.565  -0.27
N  -0.798  1.273  -0.309  -0.30
C  0.072  0.135  -0.321  -0.13
C  -0.774  2.101  0.881  -0.09
H  1.329  2.385  -1.269  0.08
H  1.041  1.507  -2.793  0.07
H  0.715  3.184  -2.729  0.07
H  -1.335  1.471  -2.321  0.11
H  -1.317  2.919  -1.509  0.11
H  1.106  0.330  0.022  0.09
H  0.092  -0.525  -1.183  0.10
H  -0.165  -0.569  0.494  0.07
H  -1.787  2.395  1.185  0.08
H  -0.168  1.693  1.683  0.09
H  -0.369  3.109  0.676  0.09
O  3.743  -3.113  1.293  -0.07
H  3.889  -3.518  0.440  0.03
H  2.808  -3.108  1.515  -0.02
O  0.921  -3.587  1.033  -0.05
H  0.678  -2.665  0.840  0.04
H  0.326  -3.859  1.741  0.06
O  -3.402  -0.051  0.624  -0.07
H  -2.589  0.486  0.628  -0.01
H  -3.907  0.412  -0.052  0.03

two | Molecular formula: C4H17NO3
Method: DFT, ωB97M-V/def2-TZVPD

SMILES string = CCNCC.O.O.O
HOMO-LUMO gap = 0.377 hartree
M = 127.18 Da
highest occupied orbital energy = -9.59 eV

Each line ends with the Löwdin charge.
Geometry (Å):
C  0.977  1.178  -2.217  -0.09
C  0.075  0.729  -1.074  -0.27
N  0.623  -0.252  -0.079  -0.13
C  0.962  0.009  1.327  -0.30
C  1.923  1.145  1.538  -0.10
H  1.310  0.311  -2.844  0.08
H  0.496  1.724  -2.963  0.04
H  1.972  1.680  -1.926  0.11
H  -0.979  0.214  -1.321  0.14
H  -0.200  1.617  -0.452  0.08
H  1.494  -0.492  -0.533  0.09
H  0.004  0.025  1.886  0.09
H  1.323  -1.021  1.628  0.14
H  2.865  0.815  1.004  0.09
H  2.080  1.319  2.617  0.08
H  1.809  2.163  1.145  0.07
O  -1.517  2.256  1.707  -0.05
H  -0.901  1.952  1.036  -0.03
H  -1.714  1.364  2.026  0.03
O  -1.273  -2.589  0.826  -0.08
H  -1.098  -1.664  0.618  -0.01
H  -1.029  -3.152  0.070  0.04
O  -1.280  -2.144  -2.009  -0.09
H  -2.146  -1.921  -1.654  0.04
H  -0.561  -1.862  -1.366  0.02

one (0.0223 hartree below the next structure)